{
  "formula": "C5H10N2O",
  "method": "ωB97M-V/def2-TZVPD",
  "orbital_gap_ev": 8.2,
  "e_above_lowest_kcal_mol": 124.0,
  "smiles": "N[C@@]12C[C@H]1NC[C@H]2O",
  "e_tot_ev": -10369.92972,
  "e_lumo_ev": 0.66,
  "charge": 0,
  "species": ["C", "C", "C", "C", "C", "H", "H", "H", "H", "H", "H", "H", "H", "H", "H", "N", "N", "O"],
  "xyz": [[-0.479, -0.666, -0.141], [-1.862, -0.340, -0.601], [-1.055, 0.881, -0.326], [1.174, 1.246, 0.192], [0.856, -0.214, -0.548], [0.356, -1.320, 1.578], [-1.021, -1.970, 1.169], [-2.520, -0.883, 0.097], [-2.137, -0.451, -1.587], [-0.754, 1.319, -1.248], [-0.446, 1.414, 1.634], [1.682, 1.848, -0.567], [1.922, 1.073, 1.020], [0.799, 0.096, -1.533], [2.201, -1.715, -0.827], [-0.523, -1.071, 1.233], [-0.165, 1.661, 0.646], [1.972, -0.906, -0.191]]
}